No. 1
{
  "formula": "C4H8O2",
  "method": "ωB97M-V/def2-TZVPD",
  "charge": 0,
  "de_lowest_kj_mol": 321.2,
  "lumo_ev": 0.922,
  "smiles": "OC[C@H]1CCO1",
  "homo_ev": -9.7,
  "spin_multiplicity": 1,
  "symbols": ["O", "C", "C", "C", "C", "O", "H", "H", "H", "H", "H", "H", "H", "H"],
  "xyz": [[-2.03206, -0.07734, -1.07943], [-1.55423, -0.73049, 0.07394], [-0.05245, -0.37060, 0.55634], [0.88455, -0.00185, -0.58132], [1.74365, 0.82377, 0.33198], [0.61908, 0.85411, 1.26546], [-2.20016, 0.83672, -0.82946], [-2.29528, -0.66867, 0.88575], [-1.59257, -1.80418, -0.22639], [0.13432, -1.14633, 1.30527], [1.30009, -0.74933, -1.25466], [0.33949, 0.84505, -1.00893], [2.00395, 1.80654, -0.09957], [2.70160, 0.38260, 0.66104]]
}



No. 2
{
  "formula": "C51H56Cl3CoN4O6PS2Si",
  "method": "ωB97M-V/def2-TZVPD",
  "charge": -2,
  "de_lowest_kj_mol": 22.1,
  "lumo_ev": [3.657, 3.657],
  "homo_ev": [-2.2, -2.4],
  "spin_multiplicity": 2,
  "symbols": ["Co", "C", "C", "C", "C", "C", "C", "C", "S", "O", "C", "C", "C", "C", "C", "C", "C", "C", "C", "C", "C", "C", "C", "C", "C", "C", "C", "C", "C", "C", "S", "O", "C", "C", "C", "C", "C", "C", "C", "H", "H", "H", "H", "H", "H", "H", "H", "H", "H", "H", "H", "H", "H", "H", "H", "H", "H", "H", "H", "H", "H", "H", "H", "H", "H", "O", "C", "O", "C", "O", "O", "Cl", "Si", "Cl", "Cl", "N", "P", "N", "C", "C", "C", "C", "C", "N", "C", "C", "C", "C", "C", "N", "C", "C", "C", "C", "C", "H", "H", "H", "H", "H", "H", "H", "H", "H", "H", "H", "H", "H", "H", "H", "H", "H", "H", "H", "H", "H", "H", "H", "H", "H", "H", "H", "H", "H", "H"],
  "xyz": [[0.05914, -0.81836, -0.60141], [-6.15819, -3.80907, 1.74480], [-5.04753, -2.79763, 1.85377], [-4.24096, -2.78171, 2.98878], [-3.21278, -1.86388, 3.10580], [-3.00687, -0.92482, 2.10716], [-3.80239, -0.92064, 0.97280], [-4.81172, -1.86409, 0.85198], [-1.57220, 0.16138, 2.30474], [-1.18982, -0.10985, 3.73306], [-2.43548, 1.74874, 2.52868], [-3.63855, 1.65269, 3.24817], [-4.31484, 2.76093, 3.66384], [-3.73791, 4.03462, 3.51318], [-4.34387, 5.18248, 4.07052], [-3.72672, 6.40368, 4.01294], [-2.47010, 6.51447, 3.40300], [-1.87253, 5.42127, 2.82989], [-2.50067, 4.15468, 2.82816], [-1.87552, 2.99994, 2.23210], [-0.74072, 3.30141, 1.30147], [-1.08394, 4.18757, 0.21420], [-2.43189, 4.46628, -0.11431], [-2.75306, 5.32582, -1.12698], [-1.74625, 5.97372, -1.85966], [-0.43625, 5.67964, -1.61451], [-0.07925, 4.75477, -0.60843], [1.25798, 4.35862, -0.43276], [1.56652, 3.42723, 0.50798], [0.60161, 2.92262, 1.39367], [1.35506, 1.79151, 2.61263], [2.80533, 1.80264, 2.29618], [1.24498, 2.97587, 3.99752], [2.33151, 3.79909, 4.23206], [2.34014, 4.64191, 5.33252], [1.25927, 4.68266, 6.20655], [1.28408, 5.56946, 7.42386], [0.17285, 3.85042, 5.95580], [0.16688, 2.98615, 4.87252], [-6.99154, -3.53206, 2.39617], [-5.80392, -4.79142, 2.05971], [-6.52741, -3.87686, 0.72241], [-4.41332, -3.50392, 3.77947], [-2.55779, -1.84206, 3.96626], [-3.64334, -0.17873, 0.20085], [-5.41590, -1.87522, -0.04670], [-4.04286, 0.67234, 3.45797], [-5.27526, 2.67300, 4.15786], [-5.30538, 5.07659, 4.56040], [-4.20228, 7.27729, 4.44278], [-1.96480, 7.47195, 3.38214], [-0.89769, 5.53175, 2.37587], [-3.22152, 3.96063, 0.42002], [-3.79171, 5.49127, -1.38346], [-2.01706, 6.66697, -2.64676], [0.35381, 6.12255, -2.20966], [2.02059, 4.77796, -1.07736], [2.58123, 3.08062, 0.64474], [3.17389, 3.74715, 3.55346], [3.20488, 5.26731, 5.52442], [2.20503, 6.15069, 7.46584], [1.22296, 4.96390, 8.33022], [0.44069, 6.26207, 7.42284], [-0.67947, 3.86283, 6.62578], [-0.65212, 2.29988, 4.72899], [-2.88007, 1.85042, -1.06902], [-1.83257, 1.22088, -1.13041], [-1.41275, 0.37135, -0.26111], [-0.82943, 1.35113, -2.35406], [-1.01094, 2.23328, -3.18735], [0.07128, 0.45307, -2.31991], [0.01378, -4.29597, -1.97913], [-1.05526, -2.78488, -0.86458], [-2.85618, -2.88317, -2.00568], [-1.70626, -4.06030, 0.73544], [1.68224, -1.49530, -0.29018], [2.99863, -2.25921, -0.43287], [3.34624, -3.53914, 0.62548], [3.13364, -3.14683, 2.01993], [1.78929, -3.62077, 2.55996], [1.68676, -5.13602, 2.42679], [1.83585, -5.51338, 0.95749], [3.12527, -4.94862, 0.35994], [3.23901, -2.96128, -1.94777], [2.50080, -2.45149, -3.09258], [3.36553, -1.53213, -3.95432], [4.62628, -2.27065, -4.40370], [5.37653, -2.78164, -3.17501], [4.45732, -3.65042, -2.31217], [4.35873, -1.29310, -0.10999], [4.23320, 0.15064, -0.30922], [5.07582, 0.92099, 0.70394], [6.56836, 0.57151, 0.56943], [6.73480, -0.85688, 0.03546], [5.58146, -1.72006, 0.54423], [3.17170, -2.05559, 2.06960], [3.94860, -3.56015, 2.63670], [0.99885, -3.14392, 1.97605], [1.67717, -3.31202, 3.60283], [0.71824, -5.48042, 2.79626], [2.47485, -5.61398, 3.02460], [0.98821, -5.11566, 0.40271], [1.83766, -6.60139, 0.83704], [3.10141, -5.10259, -0.71782], [3.98653, -5.50679, 0.76647], [1.63377, -1.90280, -2.72548], [2.15037, -3.30086, -3.69478], [3.64294, -0.66022, -3.35508], [2.79157, -1.18848, -4.81764], [5.27245, -1.60814, -4.98835], [4.34269, -3.11954, -5.03691], [5.70099, -1.92719, -2.57680], [6.26297, -3.35537, -3.46708], [4.98217, -3.94769, -1.40236], [4.19487, -4.56015, -2.87570], [3.17817, 0.40291, -0.20487], [4.55126, 0.42866, -1.32829], [4.70167, 0.68149, 1.69785], [4.93334, 1.99250, 0.54864], [7.05174, 0.65785, 1.54705], [7.06566, 1.27583, -0.10411], [7.69902, -1.27900, 0.33320], [6.70186, -0.85327, -1.05589], [5.52617, -1.61240, 1.63970], [5.74750, -2.77646, 0.33172]]
}



No. 3
{
  "formula": "C28H40N5OSV",
  "method": "ωB97M-V/def2-TZVPD",
  "charge": 2,
  "de_lowest_kj_mol": 0.0,
  "lumo_ev": [-5.662, -5.859],
  "homo_ev": [-13.4, -13.6],
  "spin_multiplicity": 3,
  "symbols": ["V", "C", "N", "C", "C", "C", "C", "C", "C", "C", "C", "H", "H", "H", "H", "H", "H", "H", "H", "H", "H", "H", "H", "C", "C", "C", "C", "N", "C", "C", "C", "C", "C", "C", "N", "H", "H", "H", "H", "H", "H", "H", "H", "C", "C", "C", "S", "O", "C", "C", "C", "H", "H", "H", "H", "H", "H", "H", "H", "H", "H", "H", "H", "H", "H", "C", "N", "C", "C", "N", "H", "H", "H", "H", "H", "H"],
  "xyz": [[-0.12063, 0.09036, -0.09612], [0.05755, 1.07702, 3.18047], [0.28589, 1.58911, 1.82148], [1.69131, 2.01233, 1.73004], [-0.55850, 2.79315, 1.60785], [-0.69241, 3.04970, 0.13806], [-0.71884, 4.31694, -0.41763], [-0.87716, 4.46640, -1.79302], [-1.02736, 3.35021, -2.60063], [-1.00556, 2.07898, -2.03035], [-0.81532, 1.90809, -0.65785], [0.22861, 1.86102, 3.92538], [0.73945, 0.25478, 3.38453], [-0.96332, 0.71445, 3.28727], [1.92755, 2.73854, 2.51547], [1.86362, 2.47506, 0.75961], [2.34499, 1.14841, 1.85540], [-0.14188, 3.64822, 2.15213], [-1.53680, 2.59406, 2.05212], [-0.62177, 5.19438, 0.21120], [-0.89222, 5.45759, -2.22610], [-1.16929, 3.46847, -3.66686], [-1.15178, 1.22274, -2.68298], [-0.00235, -2.29929, -3.77723], [-1.22960, -2.93907, -3.76921], [-2.11872, -2.67794, -2.73949], [-1.75269, -1.79861, -1.73490], [-0.54041, -1.20914, -1.72039], [0.29964, -1.44387, -2.73696], [-2.67390, -1.38622, -0.64513], [-3.96761, -1.86587, -0.52084], [-4.77353, -1.36704, 0.49018], [-4.26768, -0.39940, 1.34010], [-2.96550, 0.02485, 1.15274], [-2.17975, -0.46181, 0.19171], [0.70875, -2.44714, -4.57714], [-1.50469, -3.61820, -4.56487], [-3.09142, -3.14506, -2.73913], [1.22596, -0.89155, -2.69672], [-4.35342, -2.60703, -1.20365], [-5.78881, -1.72278, 0.60169], [-4.86581, 0.03023, 2.13056], [-2.53085, 0.78944, 1.77977], [4.22799, 3.26095, -2.74190], [3.52654, 1.98059, -2.30284], [4.10872, 1.47939, -0.98603], [3.27652, 0.03531, -0.31477], [1.80510, 0.21617, -0.73847], [3.94368, -1.25101, -1.38373], [5.10599, -1.96971, -0.70259], [4.66736, -2.83475, 0.46962], [3.80008, 3.62678, -3.67373], [5.29465, 3.10360, -2.90451], [4.11467, 4.04684, -1.99355], [3.62834, 1.21466, -3.07564], [2.45672, 2.15594, -2.17474], [4.05955, 2.24508, -0.21089], [5.15804, 1.17862, -1.06937], [4.23340, -0.79517, -2.33029], [3.11238, -1.93360, -1.56480], [5.86299, -1.24490, -0.39012], [5.58547, -2.58443, -1.46590], [4.09812, -2.26031, 1.20582], [5.52674, -3.26062, 0.98472], [4.04045, -3.66168, 0.13021], [2.14071, -3.18808, 3.56004], [0.90662, -3.23914, 2.76223], [0.09753, -4.46732, 2.78817], [0.55663, -2.23582, 2.02172], [0.22012, -1.32923, 1.37871], [1.89468, -3.36890, 4.60496], [2.59276, -2.20472, 3.45968], [2.83515, -3.94939, 3.20705], [-0.16274, -4.69427, 3.82050], [0.66820, -5.29022, 2.36029], [-0.81057, -4.30978, 2.21310]]
}



No. 4
{
  "formula": "C7H11Br12ClNO4S2",
  "method": "ωB97M-V/def2-TZVPD",
  "charge": -1,
  "lumo_ev": 1.384,
  "homo_ev": -5.7,
  "spin_multiplicity": 1,
  "symbols": ["O", "S", "O", "N", "S", "O", "O", "C", "C", "C", "Cl", "H", "H", "H", "H", "H", "H", "H", "C", "Br", "Br", "Br", "H", "C", "Br", "Br", "Br", "H", "C", "Br", "Br", "Br", "H", "C", "Br", "Br", "Br", "H"],
  "xyz": [[2.04100, -3.35241, -1.57316], [2.17638, -2.03744, -2.17286], [3.37589, -1.86663, -2.96506], [0.90964, -1.56984, -3.05102], [-0.34887, -0.95689, -2.21501], [-0.35974, 0.49184, -2.27354], [-0.48994, -1.51811, -0.88012], [-1.67186, -1.60160, -3.23336], [-3.01238, -1.93227, -2.55404], [-3.43282, -1.19053, -1.29706], [-3.61480, 0.56696, -1.56244], [2.22248, -1.13227, -1.17585], [-1.23274, -2.51929, -3.61112], [-1.80561, -0.94381, -4.08984], [-3.80390, -1.75624, -3.28853], [-3.04937, -3.00097, -2.32848], [-4.42841, -1.53718, -1.01727], [-2.77079, -1.36646, -0.45548], [2.98543, 1.50242, 1.39469], [3.73088, -0.23498, 1.76385], [1.49882, 1.38203, 0.18659], [2.51591, 2.43350, 3.02213], [3.75725, 2.08409, 0.91224], [4.04663, 5.47508, 5.94003], [3.73922, 7.21905, 5.17900], [2.45154, 4.40383, 5.89577], [5.52728, 4.58449, 5.09278], [4.31052, 5.62139, 6.97692], [-1.50304, -5.93572, -3.97091], [-0.85300, -7.60106, -4.70216], [-0.16155, -5.02251, -2.94948], [-2.24136, -4.81199, -5.35648], [-2.31729, -6.18545, -3.30643], [-1.70334, 4.45970, 4.66963], [-0.41498, 5.59535, 3.80893], [-0.90539, 2.81458, 5.27585], [-2.60977, 5.37562, 6.10385], [-2.44987, 4.20049, 3.93311]]
}



> What is the formula in the fourth record?

C7H11Br12ClNO4S2



What did the fourth record say?
{
  "formula": "C7H11Br12ClNO4S2",
  "method": "ωB97M-V/def2-TZVPD",
  "charge": -1,
  "lumo_ev": 1.384,
  "homo_ev": -5.7,
  "spin_multiplicity": 1,
  "symbols": ["O", "S", "O", "N", "S", "O", "O", "C", "C", "C", "Cl", "H", "H", "H", "H", "H", "H", "H", "C", "Br", "Br", "Br", "H", "C", "Br", "Br", "Br", "H", "C", "Br", "Br", "Br", "H", "C", "Br", "Br", "Br", "H"],
  "xyz": [[2.04100, -3.35241, -1.57316], [2.17638, -2.03744, -2.17286], [3.37589, -1.86663, -2.96506], [0.90964, -1.56984, -3.05102], [-0.34887, -0.95689, -2.21501], [-0.35974, 0.49184, -2.27354], [-0.48994, -1.51811, -0.88012], [-1.67186, -1.60160, -3.23336], [-3.01238, -1.93227, -2.55404], [-3.43282, -1.19053, -1.29706], [-3.61480, 0.56696, -1.56244], [2.22248, -1.13227, -1.17585], [-1.23274, -2.51929, -3.61112], [-1.80561, -0.94381, -4.08984], [-3.80390, -1.75624, -3.28853], [-3.04937, -3.00097, -2.32848], [-4.42841, -1.53718, -1.01727], [-2.77079, -1.36646, -0.45548], [2.98543, 1.50242, 1.39469], [3.73088, -0.23498, 1.76385], [1.49882, 1.38203, 0.18659], [2.51591, 2.43350, 3.02213], [3.75725, 2.08409, 0.91224], [4.04663, 5.47508, 5.94003], [3.73922, 7.21905, 5.17900], [2.45154, 4.40383, 5.89577], [5.52728, 4.58449, 5.09278], [4.31052, 5.62139, 6.97692], [-1.50304, -5.93572, -3.97091], [-0.85300, -7.60106, -4.70216], [-0.16155, -5.02251, -2.94948], [-2.24136, -4.81199, -5.35648], [-2.31729, -6.18545, -3.30643], [-1.70334, 4.45970, 4.66963], [-0.41498, 5.59535, 3.80893], [-0.90539, 2.81458, 5.27585], [-2.60977, 5.37562, 6.10385], [-2.44987, 4.20049, 3.93311]]
}



> Which formula does entry 1 have?

C4H8O2



> Which value of charge does entry 2 give?

-2